1.
The following is a quantum chemistry calculation of one molecule with the formula C4H12N2O in a non-equilibrium geometry, from the OMol25 dataset.

Geometry (Å):
C 1.4121 -1.6264 -0.5638
C 0.3608 -0.5455 -0.3146
C 0.2654 0.4091 -1.5098
N -0.4742 0.1284 -2.7304
N 0.5011 0.0395 1.0076
C -0.7937 0.3343 1.4783
O -0.9827 1.1418 2.7045
H 2.0421 -1.1585 -1.3827
H 1.9894 -1.8985 0.4293
H 0.8103 -2.4375 -1.0249
H -0.6985 -0.9605 -0.3646
H -0.0973 1.5041 -1.1019
H 1.3629 0.7659 -1.6736
H -1.2600 -0.5076 -2.6029
H -0.7814 0.9602 -3.1391
H 0.9491 0.9671 0.8858
H -1.2499 -0.5136 1.9104
H -1.3205 0.8449 0.6504
H -1.5405 0.6962 3.2977

Atomic forces in eV per Å
C 0.29 0.21 -0.01
C -2.27 -1.20 -0.87
C 1.64 5.35 1.40
N 0.93 -2.35 1.06
N 1.77 1.80 0.22
C -2.41 1.45 1.82
O 2.61 1.73 -2.39
H 0.01 -1.15 1.17
H -1.22 0.38 -2.33
H 1.11 -0.14 0.42
H 1.16 -0.32 0.52
H 0.23 -2.42 -0.39
H -1.50 -0.98 -0.60
H 0.28 0.29 0.13
H -0.55 1.25 -0.68
H 0.13 -0.70 0.21
H -0.70 -1.88 -1.21
H -0.59 -0.23 0.61
H -0.93 -1.09 0.93

As for the energy above the lowest of the compared OMol25 structures with the same formula, charge and spin: 326.92 kJ/mol. The structure (SMILES) is C[C@H](CN)NCO. Its net charge is 0. As for the LUMO energy: 0.866 eV. For the HOMO energy, the calculation gives -9.154 eV.


2.
The following is a quantum chemistry calculation of a 9-piece molecular cluster, C33H67NO18S8 overall in a non-equilibrium geometry, from the OMol25 dataset.

Geometry (Å):
C 0.3628 -0.1739 -0.7783
N 0.3286 1.2822 -0.6979
O 0.3795 1.9167 -1.7285
O 0.1741 1.7495 0.4239
H 0.4310 -0.5524 0.2416
H 1.1012 -0.4879 -1.5160
H -0.6448 -0.3916 -1.1324
O -5.3195 -0.9980 1.5346
S -4.2427 -0.3472 0.7845
O -3.6275 -1.0822 -0.3508
C -4.7320 1.4013 0.3439
C -3.7373 2.3248 0.9287
C -3.2218 1.7440 2.3177
C -2.9233 0.2258 2.0258
H -5.7219 1.5932 0.7579
H -4.7289 1.5006 -0.7416
H -2.9155 2.5608 0.2527
H -4.1417 3.3049 1.1815
H -4.0402 1.8182 3.0339
H -2.3901 2.2782 2.7770
H -2.7618 -0.5190 2.8052
H -1.9669 0.2474 1.5033
O 4.5343 4.7670 3.7936
S 3.7728 5.3593 2.7018
O 4.4451 6.1469 1.7041
C 2.6765 4.1557 1.8653
C 1.2973 4.1520 2.5295
C 0.9639 5.7232 2.7340
C 2.2345 6.2362 3.4076
H 3.1448 3.1742 1.7916
H 2.5936 4.4706 0.8251
H 0.5227 3.7539 1.8740
H 1.3178 3.6655 3.5047
H 0.0225 5.8318 3.2728
H 0.8138 6.3392 1.8474
H 2.3030 5.9121 4.4461
H 2.4442 7.3042 3.4659
O -3.3785 5.7327 -0.2744
S -2.0538 6.0804 0.0724
O -1.6666 6.0624 1.4932
C -0.8865 5.0714 -1.0400
C -0.1390 6.0770 -1.9374
C -1.0465 7.3057 -2.2198
C -1.6486 7.6444 -0.8008
H -1.4425 4.3325 -1.6171
H -0.1819 4.5504 -0.3919
H 0.7479 6.4224 -1.4062
H 0.2419 5.6942 -2.8843
H -1.8749 7.0207 -2.8683
H -0.4122 8.0685 -2.6714
H -2.5444 8.2633 -0.8515
H -0.9099 8.1367 -0.1683
O 1.2140 -0.6551 2.7334
S 1.8375 -0.0432 3.9263
O 2.9547 0.8932 3.9290
C 0.5736 0.6510 5.0079
C 0.5572 -0.2071 6.2565
C 1.8742 -0.9646 6.4402
C 2.3687 -1.3743 5.1026
H -0.3099 0.7960 4.3863
H 0.9842 1.6416 5.2037
H 0.4272 0.4224 7.1368
H -0.3690 -0.7370 6.0339
H 1.8168 -1.8111 7.1244
H 2.6143 -0.2354 6.7698
H 1.7468 -2.2605 4.9758
H 3.4094 -1.6963 5.0637
O -2.0952 -3.0121 2.9119
S -1.8273 -3.5486 1.5821
O -1.1845 -2.7597 0.5443
C -0.9291 -5.2412 1.6220
C -1.8777 -6.2012 0.9119
C -2.9324 -5.5389 0.0838
C -3.3672 -4.2409 0.9053
H -0.8494 -5.5659 2.6595
H 0.0363 -5.1212 1.1306
H -1.2724 -6.7373 0.1809
H -2.2984 -6.8415 1.6872
H -3.7103 -6.2692 -0.1389
H -2.5728 -5.2956 -0.9160
H -3.9104 -4.4806 1.8194
H -3.8484 -3.3884 0.4260
O 1.9337 -3.0258 -5.7243
S 3.1269 -2.2699 -5.3552
O 4.4369 -2.8835 -5.1692
C 3.3973 -0.7433 -6.3996
C 3.5319 0.4487 -5.3880
C 2.4153 0.2295 -4.2900
C 2.6912 -1.2558 -3.8157
H 2.5043 -0.6469 -7.0172
H 4.2278 -0.9589 -7.0718
H 4.5344 0.4110 -4.9617
H 3.3927 1.4053 -5.8917
H 1.4057 0.2731 -4.6984
H 2.5666 0.8564 -3.4112
H 1.8627 -1.7226 -3.2830
H 3.5693 -1.3241 -3.1735
O -1.0581 -0.7177 -4.0262
S -1.9637 -1.5066 -4.8854
O -2.2202 -0.9528 -6.2290
C -1.5842 -3.2936 -4.9167
C -2.7002 -3.8994 -4.0347
C -4.0130 -3.0822 -4.1152
C -3.6076 -1.5892 -4.0499
H -0.5706 -3.5382 -4.5989
H -1.7719 -3.4585 -5.9777
H -2.8947 -4.9075 -4.4008
H -2.3517 -3.9846 -3.0055
H -4.4773 -3.3587 -3.1686
H -4.6633 -3.3839 -4.9364
H -3.4426 -1.2774 -3.0185
H -4.2691 -0.7903 -4.3851
O 4.1911 -2.9450 2.6188
S 3.0251 -3.7098 2.1646
O 1.9367 -4.0037 3.0761
C 2.3552 -2.8945 0.5888
C 2.9578 -3.6670 -0.6710
C 3.1865 -5.1478 -0.2235
C 3.5881 -5.2831 1.2944
H 2.5113 -1.8247 0.7274
H 1.3012 -3.1722 0.5780
H 2.3717 -3.4497 -1.5640
H 3.9065 -3.1758 -0.8870
H 3.9948 -5.6670 -0.7384
H 2.2320 -5.6427 -0.4022
H 4.6733 -5.3714 1.3453
H 3.1469 -6.1254 1.8274

Atomic forces in eV per Å
C -0.75 -0.48 0.11
N 0.03 0.39 0.67
O 0.16 0.29 0.06
O 0.00 0.36 -0.55
H 0.43 -0.11 -0.26
H -0.09 0.02 0.28
H 0.05 -0.43 -0.26
O 0.84 0.58 -0.93
S 1.09 0.02 0.84
O -1.04 1.33 1.48
C -0.45 -0.90 -0.68
C 1.66 0.98 2.17
C -1.08 -1.49 -0.83
C 0.34 0.87 -1.07
H -0.04 -0.42 -0.09
H -0.30 -0.31 0.02
H 0.21 -0.41 0.01
H -0.39 -0.02 -0.32
H -0.17 0.02 0.02
H 0.20 -0.11 -0.47
H -0.72 0.18 0.20
H -0.03 -0.29 -0.49
O -0.69 0.47 -0.90
S -2.22 -0.46 0.71
O 0.15 0.20 -0.06
C 0.22 -0.90 -0.41
C -0.09 2.51 -0.64
C 1.26 -0.98 0.17
C 1.16 -0.07 1.15
H 0.15 -0.02 0.51
H -0.02 0.43 0.04
H 0.25 -0.41 0.14
H -0.09 -0.05 -0.08
H 0.39 0.11 0.46
H 0.02 -0.71 -0.51
H -0.16 -0.21 0.11
H -0.17 0.05 -0.55
O -2.11 -0.59 -0.32
S 3.04 0.03 -0.41
O -0.35 0.23 -2.11
C 0.35 0.41 0.50
C -0.34 0.46 0.15
C -0.24 -1.19 1.79
C 0.55 0.43 -0.30
H -0.33 0.19 0.23
H -0.18 -0.10 0.05
H 0.02 0.12 0.13
H -0.25 -0.52 0.12
H 0.12 0.14 -0.21
H -0.48 0.33 0.22
H -0.04 -0.18 0.14
H 0.06 0.10 -0.04
O 1.12 1.27 1.16
S 0.75 -1.93 0.51
O -0.81 -0.30 -1.00
C 1.45 1.32 -0.84
C -1.22 0.37 -0.04
C 0.52 1.52 0.16
C -1.33 -1.45 -0.75
H -0.28 -0.46 0.45
H -0.01 0.10 0.02
H -0.41 -0.04 -0.08
H 0.27 -1.12 1.01
H -0.05 0.21 0.04
H -0.14 0.09 0.86
H 0.15 -0.15 -1.34
H -0.04 0.58 -0.42
O 0.43 -0.19 -1.11
S 0.27 -1.64 -0.10
O -0.03 -0.04 0.59
C -1.00 1.26 0.38
C 1.30 -0.39 -0.22
C -1.11 1.86 0.33
C 0.56 -0.66 -0.16
H 0.45 0.47 -0.05
H -0.12 0.16 0.23
H -0.01 -0.77 0.45
H -0.12 -0.26 -0.40
H -0.47 0.34 0.44
H 0.29 0.49 0.15
H -0.22 -0.26 -0.15
H -0.06 -0.30 -0.37
O 1.12 0.32 -0.07
S -0.16 1.91 1.17
O -1.15 -0.02 -0.18
C -0.70 -0.31 0.50
C -0.93 -0.94 -0.20
C 1.70 -2.07 -0.25
C 0.08 0.14 -0.77
H -0.13 0.07 0.11
H 0.18 0.15 0.35
H -0.08 0.13 0.21
H 0.08 -0.10 -0.10
H 0.07 0.32 0.09
H -0.28 0.29 -0.28
H -0.15 -0.07 -0.38
H 0.14 0.14 -0.12
O -0.59 -1.36 -0.78
S -0.42 2.99 0.06
O 0.63 -1.34 1.33
C -1.17 0.80 0.03
C 0.35 -0.30 -0.97
C 0.59 0.34 1.06
C 0.59 -0.57 0.37
H -0.07 0.34 -0.22
H 0.30 -0.53 0.02
H 0.04 -0.12 0.16
H -0.04 0.19 0.03
H -0.66 0.24 -0.20
H 0.23 0.25 -0.11
H 0.42 -0.43 0.22
H 0.03 -0.45 -0.87
O -1.22 -0.90 -0.27
S 0.82 0.45 -1.85
O 0.45 -0.04 -0.30
C 0.09 -1.97 0.02
C 1.41 1.42 2.17
C -0.58 0.23 0.67
C -0.37 1.18 -0.39
H 0.04 -0.17 -0.28
H -0.20 0.52 0.43
H -0.38 -0.71 0.18
H 0.32 -0.21 -0.01
H -0.36 0.20 -0.54
H 0.13 -0.41 0.04
H -0.07 0.34 0.35
H -0.16 0.11 -0.19

The structure (SMILES) is C[N+](=O)[O-].O=S1(=O)CCCC1.O=S1(=O)CCCC1.O=S1(=O)CCCC1.O=S1(=O)CCCC1.O=S1(=O)CCCC1.O=S1(=O)CCCC1.O=S1(=O)CCCC1.O=S1(=O)CCCC1. Its net charge is 0. As for the LUMO energy: 0.129 eV. For the HOMO energy, the calculation gives -9.807 eV.


3.
The following is a quantum chemistry calculation of C5H15BBr4Na3O as an isolated structure in a non-equilibrium geometry, from the OMol25 dataset.

Geometry (Å):
Na -18.0626 1.8543 17.6330
Na -17.3214 -0.9592 15.1407
Na -18.3496 -1.5795 18.8286
B -17.6869 1.4959 15.0502
H -18.1979 1.2802 14.1247
H -18.1343 0.8863 15.8199
H -16.6456 1.2324 14.9473
H -17.7987 2.5328 15.3272
C -14.9729 -0.1868 17.9923
O -16.3198 -0.5172 17.6496
H -14.9222 0.2963 18.9681
H -14.1800 -0.9152 17.8224
H -14.6894 0.6049 17.2988
Br -17.4808 4.2964 22.5612
C -16.7194 2.6396 21.7424
C -15.9973 2.9833 20.4289
Br -14.1747 3.7339 20.7768
H -17.5238 1.9129 21.6283
H -16.1387 2.2519 22.5794
H -16.5083 3.7564 19.8551
H -15.9919 2.0748 19.8268
Br -11.8892 2.8708 16.0293
C -13.4936 3.5135 17.0680
C -14.7154 3.4781 16.1057
Br -16.2388 4.1399 17.1527
H -13.3566 4.4855 17.5419
H -13.7222 2.9026 17.9413
H -15.0066 2.4966 15.7318
H -14.5373 4.1662 15.2794

Atomic forces in eV per Å
Na 0.47 -0.45 -0.29
Na 0.40 0.44 0.72
Na 0.64 0.29 -0.28
B -0.13 0.19 -0.30
H -2.05 -0.75 -3.57
H -1.89 -2.56 3.00
H 4.15 -1.01 -0.24
H -0.44 3.83 0.84
C -1.65 1.03 -1.27
O -0.16 -0.56 0.38
H 0.36 -0.40 0.52
H -0.22 -0.69 0.48
H 0.45 0.55 -0.25
Br 0.09 -0.63 -0.38
C -0.07 0.89 0.51
C -0.14 -0.07 1.08
Br -1.02 -0.63 -0.31
H -0.20 0.36 -0.41
H 0.53 0.07 -0.55
H 0.06 -0.07 0.37
H 0.77 0.00 -0.08
Br -1.10 0.52 0.96
C -0.97 -0.60 -0.46
C 1.14 0.36 0.51
Br 0.17 0.31 -0.17
H 0.46 0.23 -0.79
H 0.54 -0.69 -0.36
H 0.16 0.10 0.22
H -0.37 -0.03 0.09

Its net charge is 0. As for the LUMO energy (alpha / beta): -0.589 / -0.684 eV. Its multiplicity is 2. For the HOMO energy (alpha / beta), the calculation gives -4.507 / -7.959 eV.


4.
The following is a quantum chemistry calculation of one molecule with the formula C12H7BrFN7 in a non-equilibrium geometry, from the OMol25 dataset.

Geometry (Å):
F 0.0098 0.8041 3.5404
C -0.3224 -0.0569 2.5792
C -0.7886 -1.2778 2.8572
C -0.9999 -2.1446 1.8037
N -1.4013 -3.3800 1.9530
N -1.4262 -3.8412 0.6432
C -0.8987 -2.9043 -0.2853
C -0.6135 -1.8507 0.5458
C -0.1263 -0.6176 0.2347
C -0.0550 0.3338 1.2148
N 0.6290 1.5051 1.0737
C 1.1329 2.1025 -0.0351
N 0.4626 2.0926 -1.1454
C 0.6933 3.0985 -2.0899
N 1.6443 3.9186 -1.8842
C 2.5319 3.8075 -0.7872
N 3.6407 4.4550 -0.4660
N 4.1167 4.0348 0.7026
C 3.2753 3.1182 1.1780
Br 3.4446 1.9723 2.7968
C 2.2309 2.7852 0.1959
H -1.0006 -1.6738 3.8921
H -1.4441 -4.8808 0.4679
H -0.7094 -2.8011 -1.3345
H 0.1513 -0.5179 -0.7843
H 1.1283 1.7038 1.9599
H -0.4776 1.7095 -1.0922
H -0.0111 3.3223 -2.9181

Atomic forces in eV per Å
F -0.01 0.44 0.21
C -0.22 -0.29 -0.72
C -0.52 0.00 3.03
C -0.02 -1.14 2.02
N -0.92 -2.04 -2.20
N 1.22 -0.66 -1.29
C -0.54 -0.85 3.09
C -0.63 -0.08 -2.33
C -0.01 1.84 0.00
C 0.64 -1.56 -0.42
N -0.03 0.53 1.61
C -0.96 -2.04 4.30
N -2.48 0.07 -2.82
C 0.81 1.12 0.83
N 1.68 1.29 -0.45
C -0.72 -1.86 -0.16
N -0.99 1.44 -2.34
N -1.27 -1.92 1.86
C -0.67 -1.73 -0.30
Br 0.30 1.29 -1.20
C 4.61 4.57 -0.40
H 0.38 0.85 -1.17
H -0.30 1.85 0.49
H -0.41 -1.30 -0.43
H 0.53 0.83 -0.67
H -0.18 0.35 -1.05
H 0.28 -0.12 -0.16
H 0.42 -0.87 0.68

As for the energy above the lowest of the compared OMol25 structures with the same formula, charge and spin: 0.00 kJ/mol. The structure (SMILES) is Fc1cc2n[nH]cc2cc1Nc1[nH]cnc2nnc(Br)c1-2. Its net charge is 0. As for the LUMO energy: -0.421 eV. For the HOMO energy, the calculation gives -8.452 eV.